1.
{
  "formula": "C5H12N2O",
  "method": "ωB97M-V/def2-TZVPD",
  "de_lowest_kj_mol": 501.3,
  "orbital_gap_ev": 8.673,
  "e_homo_ev": -8.1,
  "max_force_ha_per_bohr": 0.057,
  "smiles": "CC[N@H+](C)[O-].C=C=N",
  "symbols": ["C", "C", "N", "C", "O", "H", "H", "H", "H", "H", "H", "H", "H", "H", "C", "C", "N", "H", "H", "H"],
  "xyz": [[-0.627221, -0.739611, 2.344876], [0.162146, -0.770908, 1.048898], [-0.762104, -0.619987, -0.131973], [-1.326075, 0.811643, -0.185345], [-1.706861, -1.527077, -0.150841], [-1.543013, -1.307934, 2.174890], [-0.065174, -1.211137, 3.144753], [-0.877928, 0.273566, 2.650290], [0.926294, 0.004484, 0.993409], [0.627931, -1.746355, 0.934549], [-0.109170, -0.661807, -1.008434], [-0.542987, 1.570566, -0.187238], [-1.952117, 0.919003, 0.696504], [-1.946369, 0.886919, -1.075898], [1.390838, -0.175116, -2.292928], [1.711898, 0.982968, -1.774216], [2.140704, 2.034312, -1.356441], [0.818872, -0.206018, -3.206692], [1.939523, -1.064716, -2.035600], [1.740813, 2.547205, -0.582562]],
  "forces_ev_per_angstrom": [[-0.05, -0.01, -0.21], [-0.22, -0.02, 0.19], [1.75, 1.84, -1.45], [0.02, -0.87, 0.26], [-0.98, -0.85, -0.12], [0.03, 0.02, 0.08], [0.09, -0.01, 0.08], [-0.02, 0.06, 0.06], [0.08, 0.06, -0.02], [0.01, -0.04, -0.18], [-1.19, -0.02, 1.62], [0.11, -0.13, -0.02], [-0.03, 0.02, -0.05], [0.11, -0.13, 0.02], [0.22, 0.00, -0.66], [0.38, 0.15, 0.22], [0.15, 0.11, -0.22], [-0.26, 0.07, 0.02], [0.05, -0.09, 0.30], [-0.23, -0.15, 0.09]],
  "nbo_charge": [-0.645, -0.229, -0.069, -0.441, -0.725, 0.259, 0.218, 0.198, 0.181, 0.213, 0.390, 0.177, 0.219, 0.224, -0.728, 0.464, -0.625, 0.263, 0.262, 0.392]
}



2.
{
  "formula": "C5H12N2O",
  "method": "ωB97M-V/def2-TZVPD",
  "de_lowest_kj_mol": 463.2,
  "orbital_gap_ev": 6.764,
  "e_homo_ev": -6.3,
  "max_force_ha_per_bohr": 0.028,
  "symbols": ["C", "N", "C", "C", "O", "H", "H", "H", "H", "H", "H", "H", "C", "C", "N", "H", "H", "H", "H", "H"],
  "xyz": [[-1.470462, -1.052753, 0.724064], [-1.189544, -1.195429, -0.496615], [1.281796, -0.164359, 1.512856], [1.872944, -1.315525, 1.262576], [-1.416738, -1.950679, 1.704902], [-0.804436, -2.683051, 1.520462], [-1.897413, -0.112089, 1.052020], [-0.785463, 0.329410, -1.253180], [-0.769029, -2.086334, -0.752667], [1.001062, 0.118748, 2.515580], [2.081121, -2.040621, 2.036465], [2.198759, -1.582986, 0.269017], [0.903200, 1.375113, -1.554721], [-1.290472, 2.290326, -1.483412], [-0.419339, 1.307314, -1.526789], [1.462766, 0.471967, -1.702196], [1.389937, 2.321930, -1.683113], [1.144725, 0.589467, 0.734574], [-0.963543, 3.310777, -1.540232], [-2.329872, 2.068775, -1.339591]],
  "forces_ev_per_angstrom": [[-0.47, -0.27, -0.53], [0.32, 0.08, -0.13], [0.31, 0.62, -0.04], [0.13, -0.26, 0.00], [0.29, -0.24, 0.62], [-0.26, 0.29, -0.21], [-0.03, 0.03, 0.18], [0.24, 1.12, -0.86], [-0.13, -0.06, 0.14], [-0.13, -0.07, 0.19], [-0.03, -0.06, 0.14], [0.04, 0.02, -0.21], [0.32, -0.21, -0.43], [-0.57, 0.05, 0.01], [-0.01, -0.78, 1.15], [-0.02, -0.26, 0.06], [0.02, 0.30, -0.07], [-0.08, -0.26, 0.11], [0.19, 0.17, -0.12], [-0.14, -0.19, -0.02]],
  "nbo_charge": [0.462, -0.746, -0.386, -0.422, -0.669, 0.492, 0.170, 0.455, 0.354, 0.191, 0.189, 0.191, -0.422, -0.378, -0.415, 0.177, 0.178, 0.221, 0.177, 0.179]
}



3.
{
  "formula": "C5H12N2O",
  "method": "ωB97M-V/def2-TZVPD",
  "de_lowest_kj_mol": 405.8,
  "orbital_gap_ev": 9.474,
  "e_homo_ev": -8.9,
  "max_force_ha_per_bohr": 0.086,
  "smiles": "[H]/N=C/C.CC#N.CO",
  "symbols": ["H", "N", "C", "C", "H", "H", "H", "H", "C", "C", "N", "H", "H", "H", "C", "O", "H", "H", "H", "H"],
  "xyz": [[1.007346, 0.746326, 1.969031], [1.467697, 0.942195, 1.080377], [1.238396, 0.059285, 0.194061], [1.918625, 0.127897, -1.140255], [0.721873, -0.921400, 0.443482], [2.816139, -0.485584, -1.131597], [1.256359, -0.269092, -1.916856], [2.182405, 1.150291, -1.383626], [-0.619642, 2.352645, -0.841741], [-0.965042, 0.998286, -0.442215], [-1.717522, 0.109918, -0.302120], [-0.211467, 2.353164, -1.852046], [0.148206, 2.720233, -0.162322], [-1.497243, 2.999557, -0.795963], [-0.974199, -2.341031, 0.879049], [-1.684625, -2.009894, 2.043369], [-0.174965, -3.010200, 1.183292], [-1.577519, -2.927395, 0.173413], [-0.998220, -1.261588, 0.197253], [-2.336601, -1.333614, 1.805415]],
  "forces_ev_per_angstrom": [[0.01, -0.28, -0.10], [-0.18, 0.36, -0.32], [1.08, -1.53, 1.20], [-0.71, 0.04, -0.21], [0.53, 1.38, -0.42], [0.09, -0.08, 0.07], [0.12, 0.00, 0.00], [0.18, 0.17, -0.01], [0.93, 0.39, 0.25], [-3.53, -1.08, -0.50], [1.51, 2.13, -0.26], [-0.04, -0.02, 0.01], [0.04, 0.16, -0.08], [0.00, -0.24, 0.00], [-1.56, 2.00, -2.29], [-0.59, 0.24, 0.63], [0.75, 0.71, -0.25], [-0.27, -0.40, 0.22], [1.42, -3.70, 1.96], [0.21, -0.25, 0.10]],
  "nbo_charge": [0.344, -0.653, 0.116, -0.688, 0.197, 0.241, 0.217, 0.222, -0.731, 0.348, -0.379, 0.256, 0.275, 0.258, -0.316, -0.732, 0.185, 0.146, 0.225, 0.468]
}